1.
Density functional theory data (ωB97M-V/def2-TZVPD) for a cluster of 3 separate species, C4H12N2O in total.

Cartesian coordinates (Å):
H -0.2266 -0.4658 -0.5523
H 1.0401 1.7845 -0.0777
C -0.6315 0.4143 -0.0445
N 0.0924 0.9962 2.1862
H -0.1476 0.8252 3.1683
H 1.0023 -3.3418 0.5207
H -1.6652 0.3920 -0.4279
C 0.1167 1.6360 -0.6357
H 0.9891 0.6518 -2.1952
H 1.8825 -1.2354 -2.8273
H 1.3849 -2.7963 0.2437
H -0.4633 2.5524 -0.5039
N 0.3757 1.4622 -2.0573
C -1.2576 -0.9219 2.0027
C -0.6532 0.2315 1.4238
H -1.7014 -1.5756 1.2588
O 1.4790 -0.9321 -1.9950
H -0.4934 1.3936 -2.5563
H -1.1231 -1.0711 3.0689

Forces on the atoms, in the same order (eV/Å):
0.3 -0.2 0.4
0.2 0.0 -0.2
-0.6 0.0 -1.3
-0.9 -0.5 0.2
0.4 0.1 0.2
-0.5 -0.6 0.3
0.0 0.2 0.3
-0.1 -0.2 0.1
-0.1 0.3 -0.3
0.0 0.1 -0.1
0.4 0.7 -0.3
-0.1 -0.1 0.1
0.2 0.4 0.9
0.6 1.4 -0.7
0.7 0.4 0.1
-0.2 -0.7 0.6
0.1 -0.4 0.2
-0.1 -0.2 -0.4
-0.4 -0.5 0.0

Results
Maximum force   1.72 eV/Å
Orbital gap (spin up / spin down)   4.32 / 4.03 eV
Spin multiplicity   2
Net charge   +1
Relative energy (zero: lowest compared OMol25 entry of this formula, charge and spin)   6.507 eV
E_LUMO (spin up / spin down)   -8.70 / -8.72 eV
HOMO energy (spin up / spin down)   -13.022 / -12.749 eV
DFT total energy   -9355.911 eV

The Löwdin scheme yields these atomic charges, measured in e: number 1, H, carries 0.094; number 2, H, carries 0.113; number 3, C, carries -0.159; number 4, N, carries 0.333; number 5, H, carries 0.101; number 6, H, carries 0.027; number 7, H, carries 0.144; number 8, C, carries -0.247; number 9, H, carries 0.012; number 10, H, carries 0.048; number 11, H, carries 0.014; number 12, H, carries 0.126; number 13, N, carries 0.038; number 14, C, carries 0.398; number 15, C, carries -0.337; number 16, H, carries 0.127; number 17, O, carries -0.036; number 18, H, carries 0.081; number 19, H, carries 0.123



2.
Density functional theory data (ωB97M-V/def2-TZVPD) for a structure of composition C4H6N2.

Cartesian coordinates (Å):
N 0.2868 0.1766 0.1668
H 0.2600 -0.8352 2.0589
H -0.4519 -0.9167 -1.5009
H 1.3656 0.4815 0.1829
C 0.3295 -1.0323 0.9894
N -2.8511 1.0360 -0.9433
H 0.1493 0.7160 -1.8476
C 1.6371 -0.9211 0.2936
H 1.5859 -1.4720 -0.6603
C -0.3969 0.1118 -1.1154
H -0.4007 -1.7686 0.6483
C -1.7661 0.6413 -1.0031

Forces on the atoms, in the same order (eV/Å):
0.0 0.1 0.0
0.0 -0.1 -0.2
0.0 0.1 0.1
-0.1 0.2 -0.1
-0.2 -0.1 0.1
1.1 -0.4 0.0
-0.1 -0.1 0.1
0.0 -0.3 -0.1
0.0 0.1 0.2
0.1 0.0 -0.1
0.2 0.1 0.0
-1.0 0.4 0.0

Results
Maximum force   1.18 eV/Å
Orbital gap   9.80 eV
Spin multiplicity   1
Net charge   0
Relative energy (zero: lowest compared OMol25 entry of this formula, charge and spin)   4.956 eV
E_LUMO   0.71 eV
HOMO energy   -9.088 eV
DFT total energy   -7220.635 eV

The Löwdin scheme yields these atomic charges, measured in e: number 1, N, carries -0.127; number 2, H, carries 0.102; number 3, H, carries 0.126; number 4, H, carries 0.111; number 5, C, carries -0.239; number 6, N, carries 0.148; number 7, H, carries 0.134; number 8, C, carries -0.014; number 9, H, carries 0.037; number 10, C, carries -0.200; number 11, H, carries 0.113; number 12, C, carries -0.190